(1)
The following is a DFT calculation (ωB97M-V with the def2-TZVPD basis set) of a molecular structure, C65H56CoN2O2P2.

Structure (XYZ):
```
128
Properties=species:S:1:pos:R:3:lowdin_charge:R:1
Co 0.13 -0.18 0.15 0.37
O -0.94 -0.28 1.64 -0.29
C -2.32 -0.44 1.86 -0.41
C -3.18 0.18 0.72 -0.03
C -2.68 0.36 -0.69 -0.22
C -3.63 0.92 -1.56 0.00
C -3.34 1.06 -2.90 -0.01
C -2.10 0.64 -3.36 0.00
C -1.19 0.12 -2.45 -0.24
C 0.18 -0.24 -2.92 -0.04
C 1.21 0.79 -2.39 -0.42
O 1.29 0.62 -0.99 -0.27
C 0.73 2.20 -2.77 -0.12
C 1.21 2.85 -3.91 -0.01
C 0.73 4.10 -4.28 -0.06
C -0.24 4.73 -3.52 -0.08
C -0.74 4.09 -2.39 -0.07
C -0.26 2.84 -2.03 -0.06
C 2.60 0.56 -2.98 -0.18
C 2.81 -0.07 -4.20 -0.05
C 4.09 -0.18 -4.74 -0.08
C 5.17 0.34 -4.06 -0.08
C 4.97 0.97 -2.83 -0.06
C 3.70 1.08 -2.31 -0.01
N -1.47 0.00 -1.14 0.08
C -2.65 -1.93 2.14 -0.10
C -2.38 -2.40 3.36 -0.04
C -2.68 -3.76 3.78 -0.06
C -3.23 -4.62 2.94 -0.05
C -3.45 -4.32 1.50 -0.18
C -3.22 -2.84 1.06 -0.12
C -2.71 0.37 3.11 -0.18
C -1.84 1.25 3.73 -0.02
C -2.24 2.01 4.82 -0.06
C -3.54 1.91 5.30 -0.08
C -4.43 1.04 4.68 -0.07
C -4.02 0.28 3.60 -0.04
H -3.48 1.18 1.04 0.14
H -4.11 -0.37 0.65 0.13
H -4.59 1.21 -1.16 0.13
H -4.06 1.50 -3.58 0.12
H -1.82 0.73 -4.39 0.13
H 0.16 -0.27 -4.01 0.12
H 0.46 -1.23 -2.56 0.11
H 1.98 2.38 -4.51 0.11
H 1.12 4.58 -5.16 0.11
H -0.61 5.70 -3.80 0.11
H -1.51 4.56 -1.80 0.11
H -0.69 2.34 -1.18 0.09
H 1.98 -0.49 -4.77 0.11
H 4.23 -0.67 -5.70 0.11
H 6.17 0.26 -4.47 0.11
H 5.81 1.38 -2.29 0.10
H 3.54 1.58 -1.36 0.11
H -1.97 -1.73 4.10 0.13
H -2.50 -4.02 4.82 0.11
H -3.53 -5.61 3.28 0.12
H -4.47 -4.61 1.23 0.15
H -4.17 -2.43 0.71 0.14
H -0.84 1.35 3.35 0.08
H -1.54 2.68 5.29 0.10
H -3.86 2.50 6.15 0.10
H -5.44 0.95 5.04 0.11
H -4.72 -0.41 3.14 0.12
C 1.58 -0.75 3.15 -0.25
N 2.02 -2.08 2.81 -0.17
C 1.00 -2.91 2.23 -0.26
P 0.51 -2.45 0.50 1.17
C 1.76 -3.26 -0.54 -0.32
C 2.44 -2.55 -1.52 -0.11
C 3.38 -3.17 -2.33 -0.04
C 3.65 -4.52 -2.16 -0.06
C 2.98 -5.24 -1.18 -0.06
C 2.05 -4.62 -0.38 -0.08
C -0.98 -3.44 0.35 -0.27
C -1.12 -4.69 0.81 -0.02
C -2.51 -5.25 0.64 -0.22
C -2.95 -5.07 -0.79 -0.03
C -2.85 -3.82 -1.22 -0.02
C -2.27 -2.88 -0.20 -0.23
C 3.07 -2.66 3.57 -0.22
C 2.99 -3.97 4.05 -0.03
C 4.04 -4.52 4.76 -0.08
C 5.18 -3.77 5.03 -0.09
C 5.25 -2.47 4.57 -0.07
C 4.21 -1.91 3.84 -0.03
P 1.69 0.36 1.69 1.13
C 3.43 0.34 1.20 -0.33
C 4.24 1.45 1.39 -0.07
C 5.59 1.39 1.06 -0.07
C 6.13 0.21 0.56 -0.07
C 5.32 -0.90 0.38 -0.05
C 3.98 -0.84 0.69 -0.10
C 1.39 2.02 2.33 -0.36
C 0.86 2.99 1.49 -0.07
C 0.62 4.28 1.95 -0.05
C 0.91 4.60 3.27 -0.06
C 1.46 3.65 4.11 -0.07
C 1.71 2.37 3.65 -0.08
H 2.20 -0.35 3.95 0.09
H 0.54 -0.73 3.48 0.10
H 0.07 -2.94 2.82 0.10
H 1.38 -3.92 2.13 0.07
H 2.28 -1.48 -1.61 0.07
H 3.91 -2.59 -3.08 0.10
H 4.38 -5.01 -2.79 0.11
H 3.20 -6.30 -1.04 0.11
H 1.54 -5.21 0.38 0.09
H -0.36 -5.26 1.31 0.11
H -2.58 -6.28 0.99 0.14
H -3.37 -5.89 -1.36 0.12
H -3.16 -3.47 -2.19 0.11
H -2.13 -1.89 -0.60 0.09
H 2.09 -4.56 3.90 0.10
H 3.96 -5.53 5.13 0.11
H 6.00 -4.20 5.59 0.10
H 6.13 -1.87 4.77 0.11
H 4.31 -0.91 3.46 0.10
H 3.83 2.38 1.77 0.11
H 6.22 2.26 1.20 0.11
H 7.18 0.16 0.32 0.11
H 5.73 -1.82 -0.02 0.12
H 3.36 -1.71 0.55 0.08
H 0.66 2.75 0.46 0.08
H 0.21 5.02 1.28 0.11
H 0.72 5.60 3.63 0.11
H 1.70 3.90 5.13 0.11
H 2.14 1.64 4.32 0.10
```

Properties
Spin multiplicity: 1
Charge: +1
Kohn-Sham gap (alpha / beta) (eV): 6.810 / 7.026

(2)
The following is a DFT calculation (ωB97M-V with the def2-TZVPD basis set) of 13 unconnected molecules or ions with the total composition C65H65N13 at a distorted geometry.

Structure (XYZ):
```
143
Properties=species:S:1:pos:R:3:lowdin_charge:R:1
N -4.50 15.50 -22.87 0.06
C -5.08 16.66 -23.09 -0.17
C -5.90 16.92 -24.12 -0.10
C -6.09 15.96 -25.04 -0.09
C -5.51 14.75 -24.83 -0.08
C -4.71 14.56 -23.73 -0.17
H -4.81 17.40 -22.34 0.11
H -6.32 17.90 -24.25 0.11
H -6.58 16.18 -25.98 0.12
H -5.53 13.99 -25.61 0.11
H -4.32 13.57 -23.48 0.11
N -7.02 3.66 -24.12 0.06
C -5.79 3.87 -23.71 -0.18
C -4.94 4.78 -24.33 -0.06
C -5.42 5.53 -25.41 -0.07
C -6.75 5.38 -25.75 -0.07
C -7.49 4.41 -25.07 -0.17
H -5.46 3.33 -22.83 0.11
H -3.93 4.97 -23.98 0.09
H -4.78 6.29 -25.87 0.08
H -7.19 6.00 -26.53 0.07
H -8.54 4.35 -25.38 0.11
N -9.50 12.23 -26.30 0.07
C -8.37 11.61 -26.24 -0.16
C -7.56 11.60 -25.11 -0.08
C -7.96 12.35 -24.05 -0.11
C -9.19 12.98 -24.12 -0.07
C -9.88 12.92 -25.31 -0.20
H -8.03 10.98 -27.06 0.10
H -6.61 11.07 -25.12 0.10
H -7.40 12.39 -23.13 0.11
H -9.56 13.48 -23.22 0.11
H -10.84 13.40 -25.40 0.11
N -2.34 7.25 -25.50 0.05
C -1.99 7.32 -26.76 -0.16
C -0.98 6.56 -27.32 -0.07
C -0.28 5.74 -26.50 -0.09
C -0.65 5.63 -25.20 -0.06
C -1.67 6.42 -24.75 -0.19
H -2.49 8.09 -27.36 0.11
H -0.76 6.61 -28.37 0.11
H 0.42 5.03 -26.93 0.12
H -0.19 4.88 -24.59 0.11
H -1.86 6.42 -23.68 0.09
N -0.10 6.42 -21.69 0.08
C -0.93 7.26 -21.14 -0.20
C -0.58 8.14 -20.17 -0.08
C 0.74 8.18 -19.79 -0.06
C 1.64 7.30 -20.37 -0.07
C 1.14 6.44 -21.31 -0.17
H -1.97 7.22 -21.43 0.08
H -1.35 8.74 -19.71 0.10
H 1.05 8.89 -19.03 0.11
H 2.68 7.27 -20.08 0.11
H 1.80 5.65 -21.69 0.11
N -5.15 10.12 -20.80 0.08
C -3.87 10.13 -21.03 -0.18
C -3.29 9.63 -22.16 -0.08
C -4.08 9.01 -23.10 -0.06
C -5.42 8.87 -22.83 -0.08
C -5.90 9.49 -21.69 -0.14
H -3.25 10.81 -20.44 0.09
H -2.22 9.72 -22.32 0.09
H -3.63 8.47 -23.95 0.08
H -6.11 8.37 -23.50 0.10
H -6.97 9.47 -21.49 0.09
N -0.74 11.82 -20.41 0.08
C -0.73 12.08 -19.15 -0.17
C 0.41 12.28 -18.43 -0.07
C 1.62 12.16 -19.03 -0.08
C 1.63 11.87 -20.35 -0.08
C 0.43 11.74 -21.00 -0.16
H -1.67 12.16 -18.62 0.08
H 0.30 12.47 -17.37 0.11
H 2.55 12.24 -18.48 0.11
H 2.53 11.65 -20.92 0.11
H 0.41 11.57 -22.07 0.10
N -9.22 8.18 -23.57 0.06
C -8.98 7.26 -22.68 -0.17
C -9.07 7.42 -21.34 -0.07
C -9.43 8.68 -20.87 -0.06
C -9.83 9.66 -21.83 -0.04
C -9.65 9.36 -23.18 -0.16
H -8.63 6.31 -23.10 0.10
H -8.93 6.59 -20.67 0.09
H -9.56 8.89 -19.81 0.11
H -10.27 10.60 -21.53 0.10
H -10.26 9.93 -23.88 0.12
N -1.90 11.26 -15.43 0.06
C -2.11 12.57 -15.49 -0.17
C -2.97 13.16 -16.39 -0.07
C -3.68 12.31 -17.21 -0.10
C -3.51 10.93 -17.12 -0.07
C -2.58 10.47 -16.23 -0.17
H -1.53 13.15 -14.78 0.11
H -3.04 14.24 -16.44 0.11
H -4.31 12.69 -17.99 0.08
H -4.12 10.30 -17.74 0.10
H -2.46 9.41 -16.03 0.11
N 3.55 9.14 -24.03 0.05
C 2.58 9.18 -23.10 -0.13
C 1.23 9.12 -23.47 -0.08
C 0.88 9.06 -24.79 -0.09
C 1.86 8.96 -25.75 -0.06
C 3.19 9.09 -25.31 -0.15
H 2.91 9.27 -22.07 0.09
H 0.43 9.09 -22.72 0.08
H -0.16 9.07 -25.12 0.10
H 1.64 8.93 -26.81 0.10
H 4.01 8.96 -26.04 0.10
N -5.94 5.33 -18.45 0.06
C -6.75 5.00 -19.45 -0.14
C -6.49 5.29 -20.81 -0.09
C -5.37 6.01 -21.07 -0.09
C -4.57 6.40 -20.03 -0.06
C -4.88 5.99 -18.76 -0.18
H -7.59 4.33 -19.24 0.11
H -7.20 4.96 -21.55 0.09
H -5.15 6.33 -22.09 0.08
H -3.64 6.94 -20.17 0.08
H -4.29 6.28 -17.90 0.11
N -8.38 10.98 -17.25 0.05
C -7.55 11.02 -18.23 -0.18
C -6.82 12.15 -18.61 -0.08
C -7.01 13.29 -17.87 -0.12
C -7.92 13.31 -16.84 -0.06
C -8.61 12.11 -16.59 -0.14
H -7.35 10.07 -18.74 0.10
H -6.07 12.09 -19.39 0.08
H -6.45 14.18 -18.16 0.11
H -8.09 14.24 -16.31 0.10
H -9.33 11.99 -15.78 0.10
N -9.38 8.51 -27.63 0.08
C -9.17 8.59 -28.91 -0.18
C -7.96 8.44 -29.50 -0.09
C -6.88 8.28 -28.71 -0.08
C -7.07 8.08 -27.36 -0.10
C -8.38 8.11 -26.90 -0.17
H -10.04 8.83 -29.51 0.11
H -7.94 8.47 -30.58 0.11
H -5.88 8.28 -29.15 0.11
H -6.27 7.82 -26.68 0.09
H -8.57 7.91 -25.84 0.09
```

Properties
Spin multiplicity: 1
Relative energy (zero: lowest compared OMol25 entry of this formula, charge and spin) (kJ/mol): 141.3
Kohn-Sham gap (eV): 9.728